# 1
Computed, not measured: C22H21IN2ORhS as an isolated structure, with ωB97M-V/def2-TZVPD.

Output
LUMO (alpha / beta) (Eh): -0.185 / -0.185
Energy relative to the best compared isomer or geometry (same formula, charge and spin) (kcal per mole): 16.1
DFT total energy (eV): -50119.9711
Largest force on an atom (eV/A): 1.76
HOMO level (alpha / beta) (hartree): -0.4217 / -0.4217

Geometry as ORCA input:
```
! wB97M-V def2-TZVPD RIJCOSX def2/J DEFGRID3
* xyz 1 1
Rh 0.22954 0.05521 0.01572
C 2.14368 5.15937 0.93650
C 0.93472 5.15999 0.00446
N -0.25938 4.58274 0.62327
C -1.15754 5.48831 1.35897
C -0.98416 5.42272 2.87420
C -0.53378 3.27877 0.57704
S 0.60608 2.29833 -0.34558
N -1.61313 2.85194 1.19315
C -2.06472 1.62197 1.39840
O -1.48802 0.53119 1.11042
C -3.38014 1.52547 2.07137
C -3.91704 0.25955 2.31434
C -5.14010 0.13341 2.94739
C -5.83305 1.26956 3.34271
C -5.30457 2.53043 3.10067
C -4.08162 2.66317 2.46784
H 3.01076 5.55232 0.40624
H 2.37121 4.14762 1.27219
H 1.96467 5.78452 1.81041
H 1.16701 4.60384 -0.90303
H 0.68858 6.17816 -0.29014
H -2.18001 5.22943 1.08994
H -0.95560 6.49726 1.00474
H -1.15697 4.41143 3.23511
H -1.70384 6.08814 3.35166
H 0.01716 5.73421 3.17032
H -3.36093 -0.61259 2.00064
H -5.55433 -0.84851 3.13289
H -6.78864 1.16958 3.84063
H -5.85297 3.41135 3.40653
H -3.66257 3.63985 2.27748
I 1.82300 -1.82092 1.01246
C 1.55891 -2.88570 -0.83178
C 2.23478 -4.05974 -0.98955
C 2.09188 -4.77118 -2.19397
C 1.27570 -4.28770 -3.17717
C 0.56574 -3.07641 -3.00754
C -0.28939 -2.58313 -4.01743
C -0.96994 -1.40691 -3.86209
C -0.81608 -0.65679 -2.68292
C -0.00075 -1.10482 -1.68145
C 0.70901 -2.32997 -1.80150
H 2.86993 -4.43965 -0.20091
H 2.63394 -5.69719 -2.32662
H 1.15695 -4.82554 -4.10902
H -0.39611 -3.16270 -4.92606
H -1.63051 -1.04489 -4.63743
H -1.35561 0.27745 -2.58318
*
```


# 2
Computed, not measured: C22H21InN5O4S as an isolated structure, with ωB97M-V/def2-TZVPD.

Output
LUMO (Eh): 0.096
DFT total energy (eV): -54805.6819
Largest force on an atom (eV/A): 0.90
HOMO level (hartree): -0.1935

Geometry as ORCA input:
```
! wB97M-V def2-TZVPD RIJCOSX def2/J DEFGRID3
* xyz -1 1
In 0.07688 -1.00568 -0.52354
O -0.53736 -0.97962 -2.71228
N -0.78864 0.09722 -3.31227
N -0.69379 1.16059 -2.60681
O -0.36312 1.17910 -1.33713
C -0.92196 2.40379 -3.26177
C -0.79103 3.56944 -2.51746
C -0.97464 4.80094 -3.12564
C -1.28925 4.87522 -4.47298
C -1.43266 3.70566 -5.20846
C -1.25354 2.46884 -4.61497
H -0.53827 3.47643 -1.47193
H -0.86749 5.70612 -2.54166
H -1.41909 5.83700 -4.95332
H -1.68511 3.75639 -6.26013
H -1.36335 1.55436 -5.17661
C -2.10996 1.31871 1.28913
N -0.92067 0.58121 1.71078
C -1.18235 -0.12345 2.95503
C 0.22203 1.46839 1.86993
C 1.58221 0.85837 1.57849
C 2.69226 1.38118 2.23878
C 3.97880 1.03612 1.85078
C 4.16289 0.16301 0.79045
C 3.05564 -0.39028 0.15670
C 1.75949 -0.06193 0.54694
H -2.36878 2.11698 2.00477
H -2.95088 0.63184 1.20717
H -1.93403 1.75279 0.30509
H -1.38181 0.57500 3.78473
H -0.32749 -0.74568 3.22478
H -2.05379 -0.76515 2.83619
H 0.22573 1.91122 2.87873
H 0.10280 2.29045 1.15806
H 2.54839 2.08722 3.05230
H 4.83198 1.46982 2.35941
H 5.16371 -0.08953 0.45926
H 3.20702 -1.09309 -0.65486
O -3.59278 -2.90832 0.55607
C -2.43474 -2.53555 0.39078
O -2.03821 -1.58523 -0.36267
C -1.35027 -3.27039 1.18298
C -1.66940 -4.32369 2.02910
C -0.64296 -4.95725 2.70790
C 0.66418 -4.52343 2.51564
C 0.88845 -3.45191 1.66963
N -0.10540 -2.84400 1.03226
H -2.70620 -4.61126 2.12605
H -0.85249 -5.78548 3.37319
H 1.49295 -5.01622 3.00504
H 1.88227 -3.05685 1.48622
S 3.49444 -4.19222 -2.08081
C 2.22065 -3.28371 -1.71086
N 1.28873 -2.63348 -1.42622
*
```


# 3
Computed, not measured: one molecule with the formula C22H21NO3, with ωB97M-V/def2-TZVPD.

Output
LUMO (Eh): 0.010
Energy relative to the best compared isomer or geometry (same formula, charge and spin) (kcal per mole): 3.4
DFT total energy (eV): -30788.9009
Largest force on an atom (eV/A): 0.72
SMILES: O=C(COC(=O)c1ccc2ccccc2c1)NCCCc1ccccc1
HOMO level (hartree): -0.3073

Geometry as ORCA input:
```
! wB97M-V def2-TZVPD RIJCOSX def2/J DEFGRID3
* xyz 0 1
O 0.73065 0.13794 -1.95485
C 0.06027 -0.86583 -1.90130
N 0.24174 -1.94033 -2.69514
H -0.32621 -2.76248 -2.56776
C 1.28560 -2.00130 -3.69541
H 0.83408 -1.89495 -4.69044
H 1.93463 -1.14085 -3.51792
C 2.08001 -3.30333 -3.64282
H 2.72086 -3.34006 -4.52589
H 1.38852 -4.14760 -3.69784
C 2.95504 -3.43189 -2.39061
C 2.14942 -3.57051 -1.12869
C 2.14978 -2.57119 -0.16505
C 1.40283 -2.70473 0.99303
C 0.63968 -3.84214 1.19759
C 0.63507 -4.84767 0.24518
C 1.38787 -4.71277 -0.90741
H 1.39241 -5.50851 -1.64028
H 0.04911 -5.74209 0.40343
H 0.05312 -3.94582 2.09854
H 1.40164 -1.91209 1.72424
H 2.73323 -1.67600 -0.32243
H 3.59069 -4.31421 -2.50624
H 3.60239 -2.55664 -2.31759
C -1.11017 -1.02677 -0.91941
H -0.78660 -1.66624 -0.08738
H -1.98193 -1.45772 -1.41685
O -1.49844 0.24025 -0.43179
C -0.93580 0.65548 0.71640
O -0.25514 -0.05148 1.41911
C -1.29499 2.05447 1.03823
C -1.02650 2.52859 2.30123
C -1.34458 3.85107 2.65949
C -1.08879 4.36073 3.95070
C -1.40874 5.65117 4.26639
C -1.99748 6.49041 3.30687
C -2.25768 6.02631 2.04742
C -1.94178 4.69994 1.68893
C -2.19661 4.18888 0.39706
C -1.88598 2.90002 0.07546
H -2.07199 2.51162 -0.91293
H -2.64305 4.84374 -0.33773
H -2.71003 6.67050 1.30683
H -2.24266 7.50805 3.57389
H -1.21095 6.03657 5.25586
H -0.63442 3.70931 4.68306
H -0.56814 1.87017 3.02482
*
```


# 4
Computed, not measured: a 2-piece molecular cluster, C22H21O2 overall, with ωB97M-V/def2-TZVPD.

Output
LUMO (Eh): -0.218
Energy relative to the best compared isomer or geometry (same formula, charge and spin) (kcal per mole): 0.0
DFT total energy (eV): -27242.4892
Largest force on an atom (eV/A): 1.71
HOMO level (hartree): -0.4373

Geometry as ORCA input:
```
! wB97M-V def2-TZVPD RIJCOSX def2/J DEFGRID3
* xyz 1 1
C 6.03684 -0.38212 -1.73358
O 5.35852 0.53021 -0.84329
C 4.02458 0.31594 -0.66509
C 3.26825 1.35322 -0.06817
C 1.89602 1.25804 -0.01644
C 1.21145 0.13531 -0.54589
C -0.22456 0.08093 -0.56638
C -1.02776 -1.12380 -0.64575
C -2.39461 -0.74104 -0.86560
C -3.39595 -1.69010 -1.00713
C -3.05226 -3.04381 -0.94394
C -1.72182 -3.43134 -0.70330
C -0.71328 -2.47773 -0.53489
C -2.44583 0.70508 -0.95702
C -1.10773 1.20762 -0.80471
C -0.87059 2.56644 -1.00943
C -1.94787 3.41537 -1.28640
C -3.25777 2.91439 -1.39761
C -3.50792 1.54767 -1.24547
C 1.99200 -0.91939 -1.07866
C 3.36984 -0.85478 -1.11653
H 7.03680 0.03271 -1.84653
H 6.09133 -1.38883 -1.29627
H 5.53335 -0.43187 -2.71076
H 3.79279 2.22890 0.30337
H 1.32024 2.04917 0.45468
H -4.42013 -1.35788 -1.16512
H -3.81879 -3.80536 -1.08012
H -1.47367 -4.49148 -0.64410
H 0.30188 -2.78582 -0.30191
H 0.14433 2.95073 -0.97614
H -1.77150 4.48305 -1.42160
H -4.07952 3.59458 -1.61687
H -4.50438 1.12396 -1.35436
H 1.51210 -1.79150 -1.50899
H 3.94532 -1.67943 -1.53828
C -1.34006 -0.05164 4.88408
C -1.44298 -0.01262 3.37103
O -0.15781 0.16268 2.78488
H -2.32815 -0.21466 5.32089
H -0.68169 -0.86149 5.20993
H -0.94330 0.89002 5.27355
H -1.87980 -0.95371 3.00473
H -2.08804 0.82550 3.06862
H -0.23787 0.11894 1.82054
*
```